Record 1
A molecular structure, C25H28F5HfO2, computed with ωB97M-V with the def2-TZVPD basis set.

Total energy = -1666.93736 hartree
Frontier orbital gap = 8.24 eV
Total charge = +1

```
61
Properties=species:S:1:pos:R:3:forces:R:3
O 0.740009 -0.370459 -3.311477 0.384 1.212 -1.876
C 0.966455 0.749841 -4.307373 0.080 0.052 0.490
C 0.540577 -0.105855 -5.511682 0.042 -0.081 0.818
H 2.026416 1.069366 -4.383803 -0.595 -0.225 0.481
H 0.319870 1.606052 -4.058338 0.297 -0.258 -0.047
C 0.506017 -1.241457 -4.458967 0.013 -0.626 -1.264
H 1.325547 -0.264495 -6.270709 -0.550 0.266 0.275
H -0.425189 0.133107 -5.961867 0.192 0.086 0.070
C 1.731553 -2.099884 -4.710137 0.036 -0.222 0.500
H 2.609800 -1.451109 -4.606143 -0.053 -0.238 -0.184
H 1.714743 -2.549498 -5.717427 -0.024 0.095 0.493
H 1.794692 -2.868838 -3.935634 0.145 -0.156 -0.181
C -0.778864 -2.038648 -4.372157 0.050 -0.236 0.118
H -1.666849 -1.434251 -4.148744 0.285 0.014 0.017
H -0.673666 -2.834788 -3.630169 -0.123 0.102 0.147
H -0.963968 -2.548299 -5.321467 0.079 0.121 -0.020
Hf 0.033804 -0.564175 1.571752 -2.265 3.439 0.697
C -1.656749 -0.932782 3.102612 -0.903 0.450 0.283
C -1.882215 0.488121 3.242208 -0.134 -0.611 -0.583
C -2.575709 0.945626 2.096820 0.132 -0.501 0.268
H -1.616548 1.111201 4.099415 -0.039 -0.375 -0.421
C -2.841075 -0.168929 1.253267 0.162 -0.175 0.860
C -2.229103 -1.323001 1.827926 -1.210 0.238 0.088
H -2.378248 -2.341504 1.464952 -0.067 0.477 0.251
H -1.427470 -1.599539 3.934113 0.062 0.269 -0.454
H -2.952571 1.959610 1.957752 0.277 -0.316 -0.070
H -3.552063 -0.152407 0.416365 0.770 -0.048 0.234
C 1.043162 -2.365082 2.872487 0.506 -0.967 -0.704
C 0.057304 -2.977817 2.047336 1.284 -0.279 -0.243
C 0.373433 -2.712839 0.679511 1.125 -0.394 0.386
H -0.718670 -3.653962 2.393516 -0.094 0.544 -0.032
C 1.620462 -1.981177 0.652184 0.318 -0.949 0.716
C 2.016390 -1.752755 2.022194 0.273 -1.268 -0.760
H 2.958185 -1.306601 2.340528 -0.501 0.062 -0.096
H 1.113510 -2.468038 3.958031 -0.187 0.386 -0.500
H -0.141388 -3.118033 -0.186818 0.006 0.259 0.182
H 2.224422 -1.787098 -0.234860 -0.359 0.280 0.282
O -0.535294 0.769416 -0.304311 0.044 -0.219 0.291
C -1.445574 0.449003 -1.408000 0.306 -0.554 -0.792
C -2.133168 1.742132 -1.795686 -0.649 0.248 -0.039
H -2.169926 -0.315442 -1.107912 0.407 0.208 0.281
H -0.846365 0.027521 -2.221930 0.006 0.231 0.312
C -1.347561 2.885174 -1.134734 0.013 0.277 0.381
H -3.175924 1.697428 -1.443311 0.347 0.309 -0.100
H -2.168542 1.914775 -2.877186 0.027 -0.388 0.195
C -0.228062 2.207215 -0.345118 0.645 -0.305 0.351
H -1.994404 3.464945 -0.468640 0.147 -0.108 -0.105
H -0.935923 3.587847 -1.873975 -0.085 -0.318 0.277
H -0.135094 2.510458 0.714225 -0.150 0.105 -0.487
H 0.757324 2.310309 -0.821897 -0.307 0.008 0.091
F 0.315684 -0.510373 5.268297 -0.268 1.032 -0.226
C 0.850388 0.622447 4.709559 0.294 -0.056 0.175
C 1.041297 0.666651 3.326591 0.862 -0.156 -0.222
C 1.980037 1.609440 2.919928 -0.122 0.061 0.393
F 2.501323 1.488860 1.650516 -0.663 0.333 0.254
C 2.469013 2.625782 3.741102 0.291 0.186 -0.211
F 3.292525 3.568737 3.238628 -0.441 -0.535 0.410
C 2.078764 2.659135 5.083700 -0.115 0.693 0.139
F 2.432936 3.700786 5.872653 -0.177 -1.044 -0.696
C 1.275593 1.634321 5.586022 -0.377 -0.376 0.254
F 0.884973 1.633834 6.886280 0.550 -0.060 -1.149
```
Forces are in eV/Å.

***

Record 2
A molecular structure, C25H28F5O3Zr, computed with ωB97M-V with the def2-TZVPD basis set.

Total energy = -1741.19715 hartree
Relative energy (zero: lowest compared OMol25 entry of this formula, charge and spin) = 275.0 kJ/mol
Frontier orbital gap = 7.39 eV
Total charge = +1

```
62
Properties=species:S:1:pos:R:3:forces:R:3
O 0.739175 -0.787807 -2.131277 0.114 1.667 -2.976
C 1.247365 0.354757 -3.015078 0.024 0.475 0.603
C 0.848955 -0.261859 -4.325489 -1.004 -0.217 0.859
H 2.336654 0.484371 -2.945218 -0.389 0.034 0.580
H 0.672125 1.265661 -2.837650 0.605 -0.325 0.297
C 0.638496 -1.543088 -3.466330 -0.066 -0.253 -1.551
H 1.626606 -0.381243 -5.082254 -0.354 0.285 0.075
H -0.079648 0.222094 -4.693841 0.577 -0.596 -0.088
C 1.836978 -2.401658 -3.858337 0.256 -1.000 0.482
H 2.772879 -1.840847 -3.913735 -0.056 -0.003 0.334
H 1.650740 -2.739108 -4.882193 -0.091 0.187 0.046
H 1.997618 -3.340457 -3.307908 -0.127 0.409 0.245
C -0.676384 -2.231090 -3.760783 0.097 -0.463 0.381
H -1.491683 -1.500062 -3.736395 -0.016 -0.369 0.134
H -0.874530 -3.120098 -3.127896 -0.048 0.625 -0.231
H -0.574836 -2.631254 -4.782124 -0.213 0.288 0.264
Zr 0.130007 -0.736461 0.464983 -2.292 2.566 1.402
C -1.542723 -1.068144 2.267338 -0.328 0.487 -0.148
C -1.948196 0.257299 2.647397 -1.249 -1.282 -0.373
C -2.986600 0.663373 1.785463 0.425 -0.344 -0.347
H -1.693009 0.749397 3.576183 0.182 0.037 -0.182
C -3.140487 -0.324176 0.776748 0.325 -0.181 0.476
C -2.210077 -1.393250 1.026701 -1.101 0.602 0.070
H -2.295242 -2.376171 0.570609 -0.214 0.257 0.257
H -1.107048 -1.776531 2.963593 0.016 0.289 -0.380
H -3.589837 1.567826 1.910064 0.342 -0.357 -0.208
H -3.959746 -0.370562 0.055468 0.532 0.176 -0.008
C 1.047930 -2.610512 1.821316 0.301 -0.708 -0.654
C 0.024697 -3.133307 0.980339 0.988 -0.180 -0.256
C 0.366114 -2.861615 -0.379484 1.335 -0.843 0.583
H -0.840643 -3.696164 1.321373 0.143 0.446 -0.073
C 1.674138 -2.228958 -0.362416 0.626 -1.617 0.953
C 2.082931 -2.079900 1.001615 -0.465 -1.126 -0.713
H 3.043185 -1.695296 1.341595 -0.449 0.148 -0.106
H 1.073245 -2.682357 2.905306 -0.132 0.253 -0.321
H -0.228288 -3.128322 -1.247311 0.239 0.105 0.253
H 2.304503 -1.996453 -1.206415 -0.218 0.009 0.211
O -0.718643 1.525082 -0.501675 -0.817 -1.188 -1.257
C -1.754307 1.503545 -1.559963 0.672 0.337 -1.075
C -2.196120 2.948836 -1.641639 0.037 0.367 0.574
H -2.545942 0.769772 -1.368882 0.610 0.168 0.097
H -1.213251 1.350997 -2.543713 -0.713 -0.600 0.951
C -0.847306 3.679342 -1.588529 -0.087 -0.063 1.181
H -2.782294 3.206407 -0.763839 -0.214 -0.028 0.053
H -2.764091 3.214334 -2.535231 0.042 -0.292 0.071
C 0.079437 2.678415 -0.862159 0.184 -0.119 -0.314
H -0.865340 4.582071 -0.976161 -0.282 0.068 -0.267
H -0.530052 3.955441 -2.576350 0.459 -0.055 -0.427
H 0.414035 3.012363 0.093644 0.628 0.608 0.421
H 0.912159 2.360276 -1.506279 -0.141 0.296 0.569
F 1.706477 2.704422 6.864646 -0.195 -0.356 -0.789
C 1.490315 2.071218 5.696727 0.050 -0.036 0.402
C 1.949288 2.629733 4.500077 0.352 0.278 0.504
F 2.620305 3.802700 4.526460 -0.602 -0.884 -0.105
C 1.760266 1.948448 3.309790 -0.150 -0.145 -0.331
F 2.215081 2.492879 2.157762 -0.316 -0.217 0.474
C 1.099703 0.703658 3.248884 -0.038 0.028 0.192
O 0.820866 0.171380 2.054141 1.336 1.080 0.265
C 0.723170 0.134985 4.489629 -0.124 -0.840 -0.176
F 0.230263 -1.147535 4.586548 0.354 1.290 -0.350
C 0.870111 0.816301 5.688402 0.141 0.284 0.684
F 0.450510 0.256879 6.853754 0.493 0.536 -1.241
```
Forces are in eV/Å.

***

Computed LUMO level, in the same sequence as the records: -3.49 -3.40 eV.